[1]
C17H33N3O2PtS as an isolated structure. Source: the Open Molecules 2025 dataset; level of theory: ωB97M-V/def2-TZVPD.

Structure (XYZ):
```
57
Properties=species:S:1:pos:R:3:mulliken_spin:R:1
Pt -0.25 -1.61 0.34 1.61
C 4.26 -2.24 1.09 0.01
S 2.90 -1.90 -0.01 0.00
O 1.75 -1.63 1.00 0.03
C 3.34 -0.31 -0.65 0.01
C 3.51 -0.20 -2.02 0.00
C 3.85 1.03 -2.57 0.00
C 4.00 2.13 -1.74 0.00
C 3.81 2.02 -0.36 0.00
C 3.47 0.79 0.19 0.00
H 4.34 -1.45 1.83 0.00
H 5.16 -2.29 0.48 0.00
H 4.06 -3.20 1.56 0.00
H 3.41 -1.07 -2.66 0.00
H 4.00 1.13 -3.63 0.00
H 4.27 3.09 -2.16 0.00
H 3.94 2.88 0.28 0.00
H 3.32 0.69 1.26 0.00
C -1.33 1.32 -1.27 0.04
C 0.00 1.21 -0.54 0.09
N 0.03 1.81 0.77 0.01
C 0.43 3.24 0.83 0.00
C -0.71 4.22 0.62 0.00
C -0.40 1.16 1.86 -0.03
C -0.47 1.89 3.17 0.02
N -0.73 -0.11 1.82 0.25
H -1.32 0.73 -2.18 0.00
H -1.53 2.35 -1.55 0.00
H -2.15 0.98 -0.63 -0.01
H 0.82 1.62 -1.13 0.01
H 0.29 0.12 -0.46 -0.03
H 1.19 3.37 0.06 0.00
H 0.92 3.41 1.79 0.00
H -1.11 4.18 -0.39 0.00
H -0.34 5.24 0.79 0.00
H -1.53 4.05 1.32 0.00
H 0.54 2.13 3.51 0.00
H -0.94 1.27 3.93 0.00
H -1.03 2.82 3.09 0.00
H -1.02 -0.47 2.72 -0.01
O 0.24 -4.01 0.05 0.05
H -0.24 -4.54 -0.59 -0.01
H 0.37 -4.59 0.82 0.00
C -3.44 -2.81 -2.06 0.09
C -3.42 -2.13 -0.68 -0.03
C -4.27 -0.85 -0.69 0.10
C -3.91 -3.10 0.42 0.11
N -2.09 -1.78 -0.36 1.69
H -4.47 -3.07 -2.30 0.01
H -2.85 -3.73 -2.06 0.00
H -3.06 -2.14 -2.83 -0.01
H -5.31 -1.14 -0.89 0.01
H -3.95 -0.17 -1.48 -0.01
H -4.23 -0.34 0.27 -0.01
H -4.94 -3.39 0.18 0.01
H -3.90 -2.63 1.40 0.00
H -3.30 -4.01 0.44 -0.01
```

The calculation puts the energy relative to the best compared isomer or geometry (same formula, charge and spin) at 2.9 kcal per mole. As for the multiplicity: 5. As for the net charge: +2. The calculation puts the HOMO energy (alpha / beta) at -14.700 / -15.280 eV.

=====

[2]
An isolated ion of composition C21H36F15N2O5P2SSi and charge +1 in a non-equilibrium geometry. Source: the Open Molecules 2025 dataset; level of theory: ωB97M-V/def2-TZVPD.

Structure (XYZ):
```
83
Properties=species:S:1:pos:R:3:mulliken_charge:R:1
C 0.96 -1.43 3.43 -1.12
P -0.55 -0.80 2.63 0.45
C -2.12 -0.81 3.56 -1.20
C -0.56 -0.33 0.82 0.62
C -1.12 1.16 0.90 -1.98
C -2.64 1.31 0.92 -0.15
O -2.89 2.68 0.56 -0.46
Si -4.46 2.97 -0.03 0.43
C -4.82 4.79 0.34 -1.12
C -4.45 2.83 -1.92 -1.00
C -5.74 1.85 0.78 -1.01
C -1.26 -1.18 -0.29 -1.11
P -1.36 -0.37 -1.98 0.41
O -2.49 -0.85 -2.73 -0.82
O 0.04 -0.35 -2.78 -0.54
O -1.75 1.21 -1.89 -0.55
N -0.87 -2.67 -0.27 1.35
C -1.76 -3.33 0.76 -0.30
C -3.16 -3.78 0.25 -0.66
O -3.93 -3.07 -0.27 -0.31
C -0.82 -3.46 -1.50 0.45
F -1.89 -3.40 -2.27 -0.23
F 0.15 -3.08 -2.32 -0.29
C -0.65 -5.05 -1.34 0.79
F 0.09 -5.47 -2.34 -0.24
F -0.08 -5.49 -0.23 -0.23
F -1.79 -5.67 -1.50 -0.22
C 0.59 -2.71 0.26 -2.89
C 1.41 -1.45 -0.04 1.00
C 2.83 -1.71 0.55 -1.13
C 3.96 -1.32 -0.41 -1.51
C 3.80 0.10 -1.02 1.00
C 5.04 0.42 -1.90 -1.55
C 5.92 1.61 -1.52 1.09
F 7.18 1.13 -1.32 -0.35
F 6.06 2.40 -2.59 -0.32
C 5.61 2.41 -0.23 0.43
F 6.72 3.08 0.05 -0.29
F 5.44 1.64 0.82 -0.22
S 4.28 3.73 -0.34 1.41
F 4.92 4.48 0.91 -0.31
F 3.34 2.98 0.70 -0.29
F 3.59 3.03 -1.58 -0.32
F 5.18 4.63 -1.25 -0.28
F 3.16 4.85 -0.44 -0.31
N 0.81 -0.15 0.30 0.78
F 1.59 0.64 1.11 -0.28
H 1.76 -0.69 3.35 0.27
H 1.38 -2.39 3.11 0.31
H 0.77 -1.52 4.50 0.49
H -2.95 -1.13 2.92 0.37
H -2.13 -1.49 4.41 0.44
H -2.40 0.18 3.93 0.34
H -0.78 1.62 1.83 0.85
H -0.63 1.79 0.15 0.37
H -3.18 0.70 0.17 0.17
H -3.10 1.17 1.90 0.31
H -3.88 5.35 0.26 0.31
H -5.57 5.20 -0.33 0.34
H -5.10 4.87 1.40 0.30
H -5.33 3.40 -2.27 0.41
H -4.51 1.81 -2.29 0.29
H -3.59 3.34 -2.35 0.26
H -6.74 2.18 0.53 0.42
H -5.58 1.90 1.86 0.29
H -5.56 0.82 0.46 0.28
H -2.31 -1.16 0.00 1.63
H 0.60 0.37 -2.44 0.35
H -0.95 1.76 -1.86 0.33
H -1.28 -4.18 1.24 0.70
H -2.02 -2.65 1.57 0.17
H -3.43 -4.85 0.38 0.40
H 0.53 -2.98 1.31 -0.08
H 1.18 -3.51 -0.17 0.82
H 1.61 -1.45 -1.12 0.54
H 2.93 -2.79 0.73 0.41
H 3.00 -1.23 1.51 0.26
H 4.96 -1.37 0.03 0.64
H 3.98 -2.00 -1.28 0.37
H 2.93 0.02 -1.69 -0.06
H 3.53 0.83 -0.27 0.12
H 5.66 -0.47 -1.95 0.54
H 4.70 0.58 -2.92 0.43
```

The SMILES is CP(C)[C@]1(CCO[Si](C)(C)C)[C@@H](P(=O)(O)O)[N@@+](CC=O)(C(F)(F)C(F)(F)F)C[C@H](CCCCC(F)(F)C(F)(F)S(F)(F)(F)(F)F)N1F. As for the net charge: +1. The calculation puts the HOMO energy at -10.518 eV.

=====

[3]
A 12-piece molecular cluster, C53H105N3O16Si overall in a non-equilibrium geometry. Source: the Open Molecules 2025 dataset; level of theory: ωB97M-V/def2-TZVPD.

Structure (XYZ):
```
178
Properties=species:S:1:pos:R:3:mulliken_charge:R:1
C 6.11 0.72 2.08 -1.09
C 4.59 0.63 1.55 0.69
N 4.44 0.39 0.27 -0.65
C 3.43 0.81 2.62 -0.24
Si 2.10 -0.62 2.61 -0.42
C 0.79 -0.09 1.32 1.23
C -0.50 0.65 1.92 -0.77
C -1.79 0.02 1.21 -0.12
C -3.11 -0.01 2.11 -0.78
C -4.37 0.50 1.23 0.04
C -5.05 -0.65 0.36 -0.33
C -6.64 -0.40 0.35 -0.31
C -7.50 -1.76 0.52 -0.70
O -7.83 -1.98 1.93 -0.15
C -8.65 -3.12 2.06 0.56
C -8.19 -4.23 3.13 -0.71
O -9.71 -3.28 1.42 -0.57
C 3.01 -2.15 1.88 -0.13
C 2.57 -3.56 2.54 -0.68
C 1.61 -4.45 1.60 -0.65
C 2.22 -4.71 0.15 -0.19
N 1.69 -5.99 -0.48 -0.48
C 1.68 -5.76 -1.97 0.51
C 2.92 -5.09 -2.78 -0.32
O 0.69 -6.06 -2.67 -0.57
C 1.49 -0.79 4.40 -0.53
O 0.15 -1.34 4.56 -0.28
N -0.17 -2.21 3.57 0.43
O -0.70 -3.16 4.06 -0.48
H 6.79 1.06 1.22 0.31
H 6.21 1.44 2.96 0.20
H 6.44 -0.32 2.40 0.24
H 3.42 0.36 0.10 -0.02
H 2.84 1.76 2.35 -0.11
H 3.92 0.93 3.66 0.42
H 0.54 -1.01 0.70 0.32
H 1.30 0.65 0.59 -0.68
H -0.56 0.68 3.05 0.48
H -0.43 1.75 1.58 0.24
H -2.05 0.58 0.24 -0.18
H -1.60 -1.07 0.87 0.34
H -2.99 0.66 3.03 0.36
H -3.29 -1.10 2.39 0.10
H -5.11 1.00 1.95 0.56
H -4.05 1.32 0.50 -0.82
H -4.88 -1.71 0.75 0.44
H -4.65 -0.63 -0.71 0.17
H -6.93 0.06 -0.65 0.27
H -7.00 0.29 1.19 0.15
H -8.44 -1.61 -0.11 0.27
H -6.86 -2.63 0.18 0.41
H -8.22 -5.24 2.62 0.33
H -7.15 -4.03 3.54 0.07
H -9.00 -4.26 3.94 0.28
H 2.85 -2.12 0.74 0.15
H 4.15 -2.08 2.02 0.31
H 3.53 -4.18 2.67 0.50
H 2.16 -3.43 3.60 0.24
H 1.54 -5.47 2.11 0.31
H 0.54 -4.06 1.55 0.10
H 3.37 -4.82 0.14 0.31
H 1.91 -3.84 -0.52 0.16
H 2.47 -6.68 -0.35 0.32
H 2.63 -4.94 -3.88 0.28
H 3.14 -4.03 -2.38 0.09
H 3.88 -5.70 -2.70 0.03
H 2.27 -1.44 4.95 0.39
H 1.57 0.24 4.90 0.32
C 5.68 -8.69 -3.03 -0.81
C 5.08 -8.74 -1.65 0.84
O 4.58 -7.75 -1.15 -0.50
C 5.13 -10.05 -0.92 -1.23
H 5.58 -7.68 -3.44 0.04
H 6.74 -8.94 -2.99 0.36
H 5.16 -9.39 -3.69 0.33
H 6.17 -10.36 -0.78 0.34
H 4.58 -10.81 -1.48 0.34
H 4.66 -9.94 0.06 0.31
C 2.22 0.50 -3.33 -0.97
C 1.58 1.34 -2.27 0.82
O 1.20 0.85 -1.22 -0.49
C 1.41 2.81 -2.56 -1.23
H 2.27 -0.54 -2.98 0.15
H 1.63 0.53 -4.25 0.35
H 3.24 0.85 -3.52 0.25
H 0.79 2.95 -3.44 0.26
H 2.39 3.27 -2.71 0.39
H 0.93 3.29 -1.70 0.20
C -1.84 0.52 -3.66 -0.38
C -1.54 1.41 -4.83 0.85
O -0.39 1.57 -5.22 -0.57
C -2.69 2.08 -5.52 -1.17
H -0.92 0.10 -3.26 0.01
H -2.33 1.10 -2.87 -0.06
H -2.49 -0.30 -3.97 0.49
H -3.21 2.73 -4.81 0.14
H -3.38 1.33 -5.91 0.37
H -2.32 2.69 -6.35 0.33
C 6.41 0.73 -6.10 -1.30
C 6.07 0.04 -4.81 1.07
O 5.10 -0.68 -4.71 -0.55
C 6.99 0.28 -3.64 -1.27
H 5.66 0.47 -6.86 0.31
H 6.40 1.81 -5.96 0.40
H 7.39 0.40 -6.46 0.34
H 7.01 1.34 -3.39 0.35
H 8.00 -0.07 -3.88 0.39
H 6.63 -0.28 -2.77 0.31
C 3.12 4.40 0.60 -0.16
C 2.30 5.66 0.47 0.74
O 2.20 6.24 -0.59 -0.60
C 1.60 6.16 1.71 -1.10
H 3.57 4.16 -0.36 0.21
H 3.93 4.56 1.33 0.28
H 2.49 3.57 0.92 -0.26
H 2.34 6.40 2.48 0.34
H 0.90 5.41 2.07 0.28
H 1.05 7.07 1.47 0.29
C -10.40 1.11 1.01 -0.79
C -10.11 1.99 -0.18 0.80
O -8.97 2.17 -0.57 -0.51
C -11.28 2.65 -0.86 -1.18
H -9.46 0.71 1.40 -0.02
H -10.89 1.69 1.79 0.41
H -11.04 0.28 0.71 0.32
H -11.81 3.30 -0.16 0.33
H -11.96 1.88 -1.25 0.32
H -10.93 3.25 -1.70 0.30
C -4.65 3.60 -0.81 -0.62
C -3.68 4.29 -1.73 0.77
O -2.82 3.67 -2.33 -0.46
C -3.82 5.78 -1.89 -1.15
H -4.43 2.53 -0.80 -0.08
H -4.55 3.99 0.20 0.38
H -5.67 3.74 -1.17 0.43
H -3.68 6.27 -0.93 0.21
H -4.81 6.02 -2.30 0.37
H -3.06 6.14 -2.58 0.33
C 7.44 5.34 2.41 -0.99
C 7.11 4.64 3.70 0.90
O 6.14 3.91 3.80 -0.52
C 8.03 4.88 4.87 -1.21
H 6.69 5.07 1.65 0.17
H 7.42 6.42 2.55 0.36
H 8.42 5.02 2.05 0.33
H 8.04 5.94 5.12 0.34
H 9.04 4.55 4.62 0.34
H 7.68 4.32 5.73 0.29
C -3.66 9.33 0.26 -1.12
C -3.98 8.64 1.56 0.86
O -4.96 7.92 1.67 -0.56
C -3.05 8.88 2.72 -0.95
H -4.42 9.06 -0.48 0.26
H -3.67 10.41 0.40 0.42
H -2.69 9.00 -0.10 0.30
H -3.03 9.95 2.96 0.33
H -2.05 8.54 2.46 0.18
H -3.41 8.33 3.59 0.30
C -4.25 -3.44 6.05 -0.95
C -5.71 -3.09 6.13 0.90
O -6.27 -2.48 5.23 -0.50
C -6.47 -3.52 7.36 -1.23
H -3.84 -3.06 5.11 0.10
H -3.71 -2.97 6.87 0.38
H -4.13 -4.52 6.08 0.33
H -6.03 -3.06 8.24 0.35
H -6.44 -4.61 7.45 0.33
H -7.51 -3.20 7.28 0.30
C 6.72 -5.53 -6.92 -1.17
C 6.08 -4.67 -5.86 0.78
O 5.70 -5.13 -4.80 -0.48
C 5.93 -3.20 -6.17 -0.88
H 6.76 -6.57 -6.56 0.26
H 6.12 -5.51 -7.83 0.33
H 7.73 -5.19 -7.12 0.34
H 5.30 -3.07 -7.05 0.34
H 6.91 -2.75 -6.33 0.32
H 5.45 -2.71 -5.32 0.13
```

The SMILES is [H]/N=C(/C)C[Si@@](CCCCCCCCOC(C)=O)(CCCCNC(C)=O)CON=O.CC(C)=O.CC(C)=O.CC(C)=O.CC(C)=O.CC(C)=O.CC(C)=O.CC(C)=O.CC(C)=O.CC(C)=O.CC(C)=O.CC(C)=O. As for the net charge: 0. The calculation puts the HOMO energy at -8.787 eV.